Molecular formula: C3H5NO3
Method: DFT, wB97M-V/def2-TZVPD

For the energy above the lowest of the compared OMol25 structures with the same formula, charge and spin, the calculation gives 22.8 kcal per mole. As for the highest occupied orbital energy: -10.18 eV. The calculation puts the orbital gap at 10.9 eV. The calculation puts the LUMO energy at 0.701 eV. Its SMILES is NC(=O)COC=O.

Each line ends with the natural charge from an NBO analysis.
Positions of all 12 atoms, in Å:
N -0.47 0.76 1.20  -0.843
C 0.59 0.91 0.34  0.654
O 1.04 1.98 -0.01  -0.571
C 1.13 -0.43 -0.16  -0.189
O 0.03 -1.35 -0.25  -0.515
C -1.00 -0.84 -0.95  0.639
O -0.92 0.09 -1.72  -0.559
H -1.13 1.51 1.29  0.409
H -0.75 -0.15 1.54  0.397
H 1.61 -0.26 -1.13  0.229
H 1.83 -0.87 0.54  0.219
H -1.94 -1.35 -0.69  0.130

=====

Molecular formula: C5H7N2O
Method: DFT, wB97M-V/def2-TZVPD

For the energy above the lowest of the compared OMol25 structures with the same formula, charge and spin, the calculation gives 13.6 kcal per mole. As for the highest occupied orbital energy (alpha / beta): -12.30 / -15.76 eV. The spin multiplicity is 3. The calculation puts the orbital gap (alpha / beta) at 7.8 / 9.1 eV. The calculation puts the LUMO energy (alpha / beta) at -4.479 / -6.671 eV. The net charge is +1.

Each line ends with the Mulliken spin population.
Positions of all 15 atoms, in Å:
C -0.17 0.36 0.12  0.790
C 2.16 0.22 -0.02  0.038
C -3.02 1.01 -0.44  -0.031
C 0.11 -1.11 0.17  0.035
C 1.68 -1.16 0.11  0.053
N -2.11 1.08 0.34  0.920
N 0.88 1.08 0.21  -0.056
O 3.13 0.80 -0.27  0.018
H -3.88 1.71 -0.20  0.146
H -3.37 0.48 -1.28  0.073
H -0.22 -1.30 1.20  0.008
H -0.30 -1.79 -0.62  0.004
H 2.17 -1.92 -0.64  -0.001
H 1.97 -1.58 1.05  0.002
H 0.98 2.13 0.29  0.000

=====

Molecular formula: C7H9F4O2P
Method: DFT, wB97M-V/def2-TZVPD

For the energy above the lowest of the compared OMol25 structures with the same formula, charge and spin, the calculation gives 78.4 kcal per mole. As for the highest occupied orbital energy: -8.13 eV. The calculation puts the orbital gap at 8.5 eV. The calculation puts the LUMO energy at 0.361 eV.

Each line ends with the natural charge from an NBO analysis.
Positions of all 23 atoms, in Å:
C -0.80 -2.03 0.15  -0.157
C -1.83 -1.15 0.20  -0.484
C 0.71 -1.73 0.46  -0.002
C 0.74 1.99 0.82  0.141
C 1.31 -0.40 -0.23  0.631
C 1.72 0.87 0.61  0.479
C -2.23 1.45 -0.84  -0.967
O 1.35 -2.94 0.27  -0.711
O 0.75 2.92 -0.18  -0.671
F 2.44 -0.90 -0.79  -0.343
F 0.59 0.04 -1.30  -0.342
F 2.73 1.33 -0.16  -0.342
F 2.32 0.59 1.79  -0.314
P -1.31 0.64 0.48  0.716
H -0.92 -3.11 0.31  0.229
H -2.77 -1.37 -0.25  0.225
H 0.82 -1.55 1.55  0.200
H -1.66 2.37 -1.19  0.262
H -3.25 1.62 -0.44  0.247
H -2.20 0.57 -1.69  0.248
H 2.21 -2.86 -0.27  0.503
H 1.42 2.72 -0.88  0.473
H -2.14 0.94 1.57  -0.022

=====

Molecular formula: C4H28N2O9
Method: DFT, wB97M-V/def2-TZVPD

For the energy above the lowest of the compared OMol25 structures with the same formula, charge and spin, the calculation gives 113.3 kcal per mole. As for the highest occupied orbital energy: -9.49 eV. The calculation puts the orbital gap at 9.5 eV. The calculation puts the LUMO energy at -0.021 eV. Its SMILES is NCCNCCO.O.O.O.O.O.O.O.O.

Each line ends with the natural charge from an NBO analysis.
Positions of all 43 atoms, in Å:
N -0.36 1.73 -2.02  -0.909
C 0.45 0.48 -1.92  -0.238
C 0.63 0.00 -0.48  -0.261
N -0.78 0.04 0.08  -0.726
C -0.84 -1.10 1.10  -0.255
C -0.81 -2.55 0.64  -0.084
O 0.44 -2.93 0.13  -0.717
H -0.84 2.10 -1.15  0.349
H 0.28 2.43 -2.35  0.381
H 1.46 0.76 -2.46  0.196
H -0.12 -0.25 -2.54  0.226
H 1.00 -0.98 -0.54  0.220
H 1.20 0.59 0.19  0.184
H -1.62 -0.04 -0.61  0.410
H 0.01 -0.97 1.81  0.155
H -1.75 -0.76 1.61  0.227
H -1.07 -3.18 1.55  0.170
H -1.56 -2.77 -0.15  0.182
H 1.08 -2.71 0.78  0.480
H -1.09 1.31 1.58  0.482
H -2.01 2.37 2.18  0.491
O -1.30 1.79 2.30  -0.984
H 3.28 -1.69 1.57  0.483
H 3.82 -2.12 0.32  0.448
O 3.62 -2.49 1.23  -0.956
H -3.73 2.55 -0.32  0.476
H -2.40 1.96 -0.74  0.468
O -2.92 2.19 0.02  -0.942
H -0.32 -3.05 -2.69  0.477
H -1.42 -1.97 -3.08  0.480
O -0.58 -2.38 -3.39  -0.975
H -3.01 -0.75 -2.78  0.475
H -1.83 0.27 -2.95  0.518
O -2.23 -0.49 -2.55  -0.957
H 0.70 3.45 -0.50  0.459
H 1.94 2.67 -0.26  0.466
O 1.60 3.56 -0.37  -0.923
H 3.77 0.28 2.41  0.478
H 2.18 0.03 2.94  0.507
O 3.12 -0.42 2.72  -1.023
H 0.48 1.56 3.40  0.519
H 0.48 0.47 2.41  0.474
O 1.07 1.03 2.89  -0.931

=====

Molecular formula: C21H21MoN9S4
Method: DFT, wB97M-V/def2-TZVPD

For the energy above the lowest of the compared OMol25 structures with the same formula, charge and spin, the calculation gives 2.8 kcal per mole. As for the highest occupied orbital energy (alpha / beta): -13.09 / -13.12 eV. The spin multiplicity is 3. The calculation puts the orbital gap (alpha / beta) at 6.6 / 5.8 eV. The calculation puts the LUMO energy (alpha / beta) at -6.514 / -7.291 eV. The net charge is +2.

Each line ends with the Mulliken spin population.
Positions of all 56 atoms, in Å:
Mo -0.38 -0.20 0.04  1.892
N -1.21 0.71 4.29  0.002
C -1.37 0.38 3.02  0.018
N -0.44 -0.19 2.29  -0.026
C 0.81 -0.44 2.87  -0.020
N 1.74 -1.02 2.17  0.011
N 1.28 -1.32 0.92  -0.069
C 1.84 -2.28 0.29  0.052
C 1.14 -2.71 -0.91  0.037
C 1.58 -3.76 -1.70  0.020
C 0.77 -4.18 -2.75  0.011
C -0.44 -3.55 -2.96  0.005
C -0.81 -2.51 -2.13  0.009
N -0.03 -2.08 -1.13  -0.051
C 1.04 -0.07 4.25  0.008
C 2.27 -0.29 4.89  -0.003
C 2.43 0.09 6.21  0.000
C 1.37 0.68 6.90  -0.003
C 0.15 0.89 6.29  0.003
C 0.00 0.51 4.96  -0.009
H -1.98 1.16 4.77  -0.001
H -2.32 0.62 2.56  0.003
H 2.70 -2.80 0.69  0.000
H 2.53 -4.23 -1.49  0.000
H 1.09 -5.00 -3.39  0.000
H -1.11 -3.86 -3.75  0.000
H -1.74 -1.97 -2.27  0.002
H 3.08 -0.74 4.34  -0.001
H 3.37 -0.07 6.71  0.000
H 1.50 0.97 7.94  0.000
H -0.67 1.35 6.83  0.000
S -0.29 4.33 -0.19  0.002
C -0.34 2.75 0.06  0.017
S 1.02 1.71 0.47  0.028
S -1.78 1.72 0.04  0.039
C -4.67 -2.30 0.66  -0.002
C -3.37 -1.69 0.45  0.082
N -2.35 -1.20 0.28  -0.048
H -4.54 -3.34 0.96  0.003
H -5.24 -2.26 -0.27  0.003
H -5.21 -1.77 1.44  0.002
C -2.32 -0.68 -5.71  0.000
C -2.08 0.71 -5.10  0.002
C -1.00 0.67 -4.06  0.001
N -1.21 0.41 -2.82  0.005
N -0.05 0.36 -2.08  -0.013
C 1.04 0.60 -2.78  -0.023
N 2.29 0.55 -2.29  0.015
S 0.68 0.94 -4.43  -0.002
H -3.08 -0.62 -6.48  0.000
H -2.66 -1.38 -4.95  0.000
H -1.41 -1.07 -6.17  0.000
H -2.98 1.08 -4.63  0.000
H -1.80 1.42 -5.88  0.000
H 2.39 0.88 -1.33  0.000
H 3.03 0.87 -2.90  -0.001

=====

Molecular formula: C3H4O3
Method: DFT, wB97M-V/def2-TZVPD

For the energy above the lowest of the compared OMol25 structures with the same formula, charge and spin, the calculation gives 108.7 kcal per mole. As for the highest occupied orbital energy: -10.02 eV. The calculation puts the orbital gap at 10.7 eV. The calculation puts the LUMO energy at 0.628 eV.

Each line ends with the natural charge from an NBO analysis.
Positions of all 10 atoms, in Å:
C 0.29 1.95 0.19  0.651
C -0.69 -1.56 -0.52  -0.293
C 0.62 -1.67 0.28  0.329
O -0.05 2.86 0.89  -0.557
O 0.52 -2.18 -0.94  -0.443
O 0.76 0.73 0.55  -0.677
H 0.29 1.91 -0.92  0.103
H -1.56 -2.16 -0.05  0.201
H -0.93 -0.53 -0.94  0.193
H 0.74 0.64 1.46  0.494

=====

Molecular formula: C3H6N2P
Method: DFT, wB97M-V/def2-TZVPD

For the energy above the lowest of the compared OMol25 structures with the same formula, charge and spin, the calculation gives 107.4 kcal per mole. As for the highest occupied orbital energy: -14.31 eV. The calculation puts the orbital gap at 7.5 eV. The calculation puts the LUMO energy at -6.824 eV. The net charge is +1.

Each line ends with the natural charge from an NBO analysis.
Positions of all 12 atoms, in Å:
C -1.19 0.44 -0.02  0.203
C -2.45 0.40 0.07  -0.394
C 2.10 0.65 -0.37  -0.500
N -0.03 0.18 0.06  0.073
N 1.09 -0.16 0.14  0.032
P -3.97 -0.07 0.04  0.742
H 0.93 -2.80 0.28  0.024
H 2.49 1.53 0.29  0.293
H 3.00 -0.06 -0.41  0.267
H 1.72 1.05 -1.34  0.238
H 1.02 -1.97 0.29  -0.038
H -4.72 0.82 0.97  0.060

=====

Molecular formula: C6H13O2
Method: DFT, wB97M-V/def2-TZVPD

For the energy above the lowest of the compared OMol25 structures with the same formula, charge and spin, the calculation gives 20.2 kcal per mole. As for the highest occupied orbital energy: -3.91 eV. The calculation puts the orbital gap at 7.3 eV. The calculation puts the LUMO energy at 3.382 eV. The net charge is -1.

Each line ends with the natural charge from an NBO analysis.
Positions of all 21 atoms, in Å:
C -2.86 0.08 0.32  -0.761
C -2.88 0.09 1.92  0.769
O -2.89 -1.00 2.53  -0.787
O -2.74 1.25 2.37  -0.796
H -2.45 1.07 0.10  0.204
H -3.85 -0.02 -0.09  0.193
H -2.21 -0.65 -0.15  0.181
C 1.22 0.24 -0.43  -0.211
C 0.78 -0.78 0.62  -0.628
C 2.78 0.46 -0.32  -0.616
C 0.90 -0.08 -1.89  -0.607
H 0.58 1.08 -0.15  0.206
H 0.95 -1.83 0.33  0.190
H 2.88 1.37 -0.93  0.201
H 3.03 0.71 0.71  0.205
H 3.27 -0.45 -0.63  0.200
H -0.11 -0.45 -2.08  0.219
H 1.08 0.87 -2.40  0.196
H -0.30 -0.75 0.82  0.247
H 1.16 -0.43 1.59  0.210
H 1.64 -0.78 -2.27  0.185

=====

Molecular formula: C17H19F2N3O3S
Method: DFT, wB97M-V/def2-TZVPD

For the energy above the lowest of the compared OMol25 structures with the same formula, charge and spin, the calculation gives 0.0 kcal per mole. As for the highest occupied orbital energy: -9.53 eV. The calculation puts the orbital gap at 9.9 eV. The calculation puts the LUMO energy at 0.383 eV. Its SMILES is CC1(C)[C@@H](c2ccc(S(N)(=O)=O)cc2)[C@@H]1c1noc(C2CC(F)(F)C2)n1.

Each line ends with the natural charge from an NBO analysis.
Positions of all 45 atoms, in Å:
O -6.00 4.36 0.22  -0.931
O -5.13 4.27 2.47  -0.948
F 4.53 -6.19 1.87  -0.333
F 2.44 -5.89 1.05  -0.342
N 2.02 -1.94 0.53  -0.519
N 2.80 0.02 -0.29  -0.143
O 3.87 -0.84 0.12  -0.308
C 3.30 -1.97 0.62  0.557
C 1.77 -0.70 -0.02  0.336
C -1.65 2.91 -1.16  -0.211
C -1.83 1.60 0.88  -0.167
C -2.79 3.70 -0.76  -0.157
C -2.89 2.37 1.28  -0.195
C -1.19 1.87 -0.34  0.008
C -3.40 3.42 0.48  -0.327
N -4.26 5.98 0.97  -1.062
C 0.62 -0.53 -2.88  -0.614
C -1.73 -0.68 -1.89  -0.614
C 3.46 -4.03 2.22  -0.456
C 4.22 -4.40 0.26  -0.451
C 3.64 -5.28 1.38  0.698
C 4.13 -3.16 1.15  -0.281
C -0.25 -0.24 -1.63  0.012
C 0.33 -0.30 -0.21  -0.275
C -0.01 1.07 -0.85  -0.251
S -4.81 4.44 1.07  2.253
H -1.23 3.17 -2.11  0.222
H -1.56 0.72 1.45  0.212
H -3.14 4.52 -1.38  0.240
H -3.32 2.12 2.24  0.242
H -3.81 6.15 1.85  0.395
H -5.04 6.59 0.90  0.406
H 1.54 0.06 -2.88  0.221
H 0.88 -1.60 -2.84  0.214
H 0.07 -0.30 -3.79  0.219
H -2.22 -0.18 -2.74  0.221
H -1.78 -1.78 -2.01  0.218
H -2.36 -0.49 -1.04  0.214
H 4.01 -4.09 3.17  0.234
H 2.42 -3.79 2.40  0.254
H 3.58 -4.37 -0.62  0.241
H 5.22 -4.71 -0.02  0.236
H 5.10 -2.88 1.50  0.239
H -0.33 -0.74 0.54  0.245
H 0.78 1.75 -1.18  0.248

=====

Molecular formula: C23H18N3O3PtS
Method: DFT, wB97M-V/def2-TZVPD

As for the highest occupied orbital energy (alpha / beta): -17.10 / -17.42 eV. The spin multiplicity is 5. The calculation puts the orbital gap (alpha / beta) at 7.7 / 4.4 eV. The calculation puts the LUMO energy (alpha / beta) at -9.382 / -13.011 eV. The net charge is +3.

Each line ends with the Mulliken spin population.
Positions of all 49 atoms, in Å:
Pt -14.00 -5.55 7.66  1.647
O -15.67 -10.06 4.01  0.002
C -15.73 -10.80 3.09  0.000
O -15.85 -11.56 2.24  0.000
C -17.47 -7.67 5.26  0.816
C -17.35 -8.05 6.55  0.061
C -16.30 -7.45 7.25  0.010
N -15.62 -6.50 6.61  0.180
C -15.69 -6.24 5.29  0.018
C -16.69 -6.86 4.53  0.052
C -14.50 -5.46 4.81  0.014
C -14.23 -5.41 3.45  0.004
C -13.20 -4.61 2.98  0.000
C -12.43 -3.94 3.89  0.006
C -12.54 -4.22 5.25  -0.001
N -13.56 -4.99 5.68  0.036
C -15.69 -7.75 8.61  0.004
C -15.97 -8.92 9.28  -0.001
C -15.39 -9.11 10.53  0.000
C -14.54 -8.18 11.05  0.008
C -14.21 -7.04 10.30  0.006
N -14.81 -6.82 9.13  0.047
H -18.00 -8.84 6.91  0.034
H -16.75 -6.66 3.44  0.027
H -14.85 -5.93 2.74  0.000
H -13.16 -4.40 1.94  0.000
H -11.61 -3.34 3.57  0.000
H -11.78 -3.90 5.97  0.002
H -16.63 -9.70 8.96  0.000
H -15.67 -10.03 11.11  0.000
H -14.08 -8.27 12.00  0.000
H -13.55 -6.25 10.63  0.007
C -16.95 -2.25 9.47  0.064
S -15.11 -2.42 9.23  0.093
O -14.79 -3.43 8.12  0.024
C -14.75 -0.79 8.68  0.265
C -14.50 -0.51 7.32  -0.050
C -14.00 0.77 7.08  0.223
C -13.51 1.63 8.14  0.236
C -13.64 1.23 9.48  -0.018
C -14.39 0.13 9.74  0.171
H -17.38 -2.51 8.51  0.008
H -17.11 -1.21 9.76  -0.005
H -17.24 -3.02 10.14  0.000
H -14.74 -1.26 6.53  -0.002
H -13.95 1.18 6.09  0.011
H -12.99 2.59 7.92  0.001
H -13.32 1.90 10.25  0.006
H -14.70 0.01 10.82  -0.003

=====

Molecular formula: C10H16
Method: DFT, wB97M-V/def2-TZVPD

For the energy above the lowest of the compared OMol25 structures with the same formula, charge and spin, the calculation gives 37.5 kcal per mole. As for the highest occupied orbital energy: -8.81 eV. The calculation puts the orbital gap at 9.8 eV. The calculation puts the LUMO energy at 1.024 eV. Its SMILES is CCc1ccccc1.CC.

Each line ends with the natural charge from an NBO analysis.
Positions of all 26 atoms, in Å:
C 1.10 -0.45 -0.34  -0.433
C 1.37 -1.77 0.40  -0.609
C 1.36 0.81 0.42  -0.003
C 0.64 0.99 1.64  -0.209
C 1.99 1.93 -0.07  -0.226
C 0.11 2.20 1.98  -0.210
C 1.65 3.19 0.47  -0.198
C 0.64 3.37 1.39  -0.231
H 1.79 -0.45 -1.20  0.205
H 0.21 -0.38 -0.92  0.223
H 0.51 -2.19 0.90  0.204
H 0.34 0.08 2.14  0.205
H 2.47 1.89 -1.03  0.211
H -0.60 2.27 2.79  0.215
H 2.32 4.01 0.23  0.208
H 0.18 4.34 1.48  0.218
H 2.16 -1.51 1.10  0.213
H 1.79 -2.55 -0.23  0.215
C -2.41 -1.64 -2.08  -0.619
C -2.49 -2.32 -0.68  -0.615
H -2.03 -2.21 -2.91  0.208
H -3.44 -1.29 -2.17  0.209
H -1.88 -0.68 -2.10  0.200
H -3.47 -2.10 -0.28  0.206
H -2.62 -3.37 -0.92  0.205
H -1.66 -2.17 0.00  0.206

=====

Molecular formula: C4H8NO2
Method: DFT, wB97M-V/def2-TZVPD

For the energy above the lowest of the compared OMol25 structures with the same formula, charge and spin, the calculation gives 64.7 kcal per mole. As for the highest occupied orbital energy: -0.82 eV. The calculation puts the orbital gap at 1.7 eV. The calculation puts the LUMO energy at 0.889 eV. The net charge is -1.

Each line ends with the natural charge from an NBO analysis.
Positions of all 15 atoms, in Å:
C 6.39 -0.80 -0.31  -0.192
N 7.37 -1.57 0.38  -1.144
C -24.12 -0.54 0.31  1.018
O -23.91 -0.21 1.40  -0.509
O -24.37 -1.10 -0.67  -0.509
C 6.30 0.61 0.30  -0.410
C 5.15 1.46 -0.23  -0.610
H 5.34 -1.19 -0.27  0.091
H 6.59 -0.63 -1.41  0.081
H 7.23 -2.55 0.10  0.270
H 7.26 1.11 0.16  0.176
H 6.22 0.46 1.38  0.187
H 5.17 2.49 0.15  0.180
H 4.20 1.01 0.06  0.185
H 5.17 1.45 -1.33  0.187